# 1
This record from the Open Molecules 2025 dataset describes a structure of composition C30H45Cl3Ge2N5ORu. The level of theory is ωB97M-V/def2-TZVPD.

Positions of all 87 atoms, in Å:
1 C -3.217 0.435 4.218
2 H -3.488 2.064 2.860
3 Ge -0.473 -0.959 -1.383
4 H -1.251 5.684 -0.981
5 H -1.891 -3.476 -0.519
6 H -0.506 -1.571 4.360
7 H 1.441 -1.678 1.145
8 C 2.926 -0.116 -0.220
9 H 1.175 1.323 -2.564
10 H -2.330 7.013 0.748
11 H 5.374 -0.181 -4.450
12 C 3.884 -0.777 -0.953
13 C 0.550 3.755 -1.586
14 Cl 1.798 5.056 1.180
15 C 3.854 -0.700 -2.346
16 H -2.798 -2.564 1.666
17 C -2.810 1.305 3.223
18 H -2.394 2.218 -1.168
19 H -4.196 0.540 4.661
20 H 1.743 0.933 3.715
21 H 1.215 -5.297 -1.067
22 H -0.338 -1.790 1.277
23 O 4.897 -2.754 -2.678
24 H -2.664 -1.246 5.428
25 H 2.812 0.207 -4.004
26 C -0.716 0.089 3.007
27 N 1.927 0.603 -0.777
28 C -3.430 -3.096 0.950
29 H 0.331 -3.238 -0.684
30 H 0.667 -2.447 -3.652
31 C -1.542 1.170 2.644
32 H 2.952 -0.131 0.859
33 Cl 1.047 3.236 3.815
34 H -3.513 -3.647 -1.124
35 H -1.895 3.522 -2.237
36 H 0.747 3.158 -2.466
37 H 1.646 -2.264 -1.335
38 C -2.363 -0.574 4.636
39 H 2.621 -0.274 2.747
40 H -1.955 -0.824 0.781
41 H -2.372 0.425 -0.408
42 C -1.443 3.339 1.483
43 H 1.542 -0.790 4.039
44 Ru 0.344 1.402 0.555
45 N 0.552 -0.121 2.280
46 C -2.075 5.984 0.959
47 C 4.776 -1.630 -3.115
48 N 5.315 -1.165 -4.250
49 H 2.390 -4.103 -2.925
50 C -2.011 -0.588 -0.273
51 H 1.466 3.926 -1.038
52 C 0.437 -3.192 -2.883
53 N -0.457 3.028 -0.752
54 C 2.883 0.095 -2.931
55 H 4.639 -1.377 -0.463
56 C -2.896 -1.616 -1.055
57 H 0.683 -2.223 2.634
58 H 0.157 4.706 -1.937
59 H -3.910 -1.208 -1.043
60 Cl 3.762 2.350 1.820
61 N -1.051 2.023 1.656
62 C -2.025 4.136 2.482
63 C 0.603 -2.559 -1.492
64 H 1.619 -6.428 -2.339
65 H -4.434 -2.674 1.009
66 C -1.547 2.638 -1.703
67 H -0.551 -0.174 -2.691
68 C 0.580 -1.536 1.794
69 H 5.954 -1.775 -4.741
70 H -1.160 1.924 -2.433
71 C -1.099 3.916 0.240
72 C -1.456 5.222 -0.027
73 C -1.129 -0.755 4.026
74 H -3.489 -4.129 1.286
75 H 1.254 -4.754 -4.089
76 C 1.349 -4.412 -3.057
77 C -2.335 5.453 2.215
78 C 1.016 -5.552 -2.109
79 C 1.949 0.718 -2.120
80 H -0.605 -3.495 -3.031
81 Ge 1.736 3.004 1.787
82 C -2.892 -3.030 -0.473
83 H -2.153 3.741 3.478
84 H -2.756 6.078 2.989
85 H -2.650 -1.641 -2.135
86 H -0.032 -5.845 -2.199
87 C 1.687 -0.047 3.257

Calculated values
Orbital gap (alpha / beta) in eV: 5.822 / 5.820
E in eV: -194496.3028
HOMO level (alpha / beta) in eV: -17.20 / -17.20
ΔE to the lowest compared entry with this formula, charge and spin in kJ/mol: 114.1
Charge: +3
Strongest force on any atom in eV/Å: 0.9

# 2
This record from the Open Molecules 2025 dataset describes a cluster of 3 separate species, C15H40N2O5Si in total. The level of theory is ωB97M-V/def2-TZVPD.

Positions of all 63 atoms, in Å:
1 C 0.497 5.654 3.191
2 C -0.763 -0.573 -2.468
3 C -3.990 -0.410 -2.644
4 H 2.085 -0.982 -2.423
5 N -4.471 -1.509 -1.811
6 C 3.026 -2.761 -2.705
7 H -3.136 -0.190 -4.634
8 H 1.030 5.111 5.219
9 H 1.959 -4.506 -3.447
10 H 2.305 -2.180 1.977
11 H 3.780 -2.794 -0.698
12 H 2.490 0.528 0.781
13 O -1.554 1.188 2.831
14 H -1.778 2.514 5.104
15 C -1.297 2.571 2.994
16 H -2.186 3.158 2.716
17 H 2.984 1.443 2.200
18 O -0.704 4.179 4.712
19 H 3.703 -0.851 -2.393
20 H -0.960 -1.448 -3.092
21 O -1.781 -0.341 -1.517
22 Si 2.915 -1.028 2.679
23 H 0.035 -3.329 -1.558
24 H -2.541 1.210 -2.650
25 C 0.579 4.654 4.329
26 H 1.496 5.990 2.900
27 H 0.379 -0.126 0.489
28 H 2.291 -3.260 -4.665
29 O 1.780 -2.728 -0.568
30 H -4.874 -1.154 -0.951
31 O 1.009 0.841 2.211
32 H 0.893 -4.599 -0.671
33 H 0.015 5.207 2.317
34 C -0.953 2.809 4.454
35 C 0.626 -3.537 -0.663
36 H -3.312 0.885 -1.085
37 H 1.208 3.797 4.048
38 H 0.016 -3.335 0.218
39 H 4.030 -3.054 -3.033
40 H -4.831 0.282 -2.771
41 H 4.393 -1.159 2.620
42 H 0.345 1.646 0.436
43 C 0.158 0.774 1.082
44 H -2.939 -1.801 -3.931
45 H -0.076 2.199 4.713
46 C -3.618 -0.952 -4.019
47 H -0.633 0.295 -3.123
48 H 2.973 -4.301 -1.173
49 C 2.015 -3.430 -3.626
50 H 2.480 -1.035 4.089
51 H -0.085 6.531 3.486
52 H 0.162 -0.736 -1.914
53 N 2.935 -1.311 -2.870
54 H 1.019 -3.008 -3.481
55 H -4.512 -1.304 -4.531
56 H -0.462 2.883 2.354
57 H -1.670 -0.320 1.521
58 C 2.377 0.591 1.874
59 C -1.314 0.710 1.531
60 H -3.683 -2.088 -1.538
61 C 2.928 -3.206 -1.244
62 H -1.905 1.277 0.798
63 C -2.889 0.416 -1.976

Calculated values
Orbital gap in eV: 10.058
E in eV: -37295.7513
Structure (SMILES): CCOCCOCCOC[SiH3].COC[C@@H](C)N.COC[C@@H](C)N
HOMO level in eV: -9.35
Strongest force on any atom in eV/Å: 0.3

# 3
This record from the Open Molecules 2025 dataset describes a cluster of 2 separate species, C4H12OS in total at a distorted geometry. The level of theory is ωB97M-V/def2-TZVPD.

Positions of all 18 atoms, in Å:
1 H -0.560 -1.642 0.557
2 H -2.479 0.426 0.237
3 H 2.515 -3.103 -0.337
4 H -2.356 4.662 1.208
5 H -0.074 1.338 -0.351
6 C 1.626 -2.669 -0.840
7 C -0.119 0.594 0.459
8 C 1.481 -1.293 -0.113
9 H -0.425 -0.791 -1.067
10 H 0.640 0.696 1.274
11 H 1.645 -2.596 -1.984
12 O -2.102 4.552 0.277
13 H 0.754 -3.285 -0.557
14 C -0.018 -0.912 -0.065
15 S -1.735 0.824 1.325
16 H 2.017 -0.556 -0.716
17 H 1.898 -1.400 0.859
18 H -2.708 5.157 -0.166

Calculated values
Orbital gap in eV: 9.486
E in eV: -17224.7101
Structure (SMILES): CCCCS.O
HOMO level in eV: -8.65
ΔE to the lowest compared entry with this formula, charge and spin in kJ/mol: 80.5
Strongest force on any atom in eV/Å: 3.0